No. 1
The following is a DFT calculation (wB97M-V/def2-TZVPD) of a 10-piece molecular cluster, C22H50NO9 overall.

Calculated values
- Highest occupied orbital energy: -0.4262 Eh
- HOMO-LUMO gap: 0.2810 hartree

Geometry as ORCA input:
```
! wB97M-V def2-TZVPD RIJCOSX def2/J DEFGRID3
* xyz 1 1
O -1.43 -2.82 0.69
O 0.15 -0.24 2.47
O -2.79 6.70 0.68
O 8.84 -1.76 -1.10
O -0.76 2.72 -5.87
O -4.23 -5.41 6.12
O -0.49 3.81 2.65
O -1.00 -4.68 3.12
O 4.99 -1.53 -1.61
N -1.36 0.63 -0.17
C -2.23 -4.82 3.84
C -1.31 4.96 2.90
C 2.23 -0.23 -0.21
C -4.30 -6.56 6.96
C -2.50 -3.39 -0.08
C 0.61 0.79 -3.52
C 5.73 -0.90 -2.66
C 0.81 0.15 -2.30
C 2.89 1.30 -2.06
C -3.47 1.31 -1.76
C -3.35 1.85 -0.49
C -2.28 1.49 0.30
C 0.03 -1.36 3.38
C 1.96 0.40 -1.55
C -2.51 7.97 0.08
C 8.64 -3.09 -1.57
C -1.54 3.41 -4.90
C -0.31 -0.79 -1.82
C 1.55 1.69 -4.02
C 2.69 1.93 -3.27
C -2.51 0.44 -2.21
C -1.43 0.10 -1.40
H -1.20 -4.26 2.28
H -2.12 1.89 1.29
H 7.59 -3.37 -1.49
H 4.11 -1.71 -1.95
H -5.31 -6.72 7.32
H -1.87 4.38 -5.28
H -3.05 6.10 -0.03
H -3.08 -2.60 -0.57
H -0.01 -1.38 -0.96
H 9.25 -3.79 -0.99
H -2.36 4.74 2.70
H -0.99 5.80 2.28
H 3.77 1.50 -1.48
H 1.34 2.16 -4.96
H -4.31 1.58 -2.38
H -4.06 2.55 -0.08
H -1.68 7.89 -0.63
H -4.49 -4.65 6.65
H -2.42 2.83 -4.61
H 1.69 -1.16 -0.05
H -0.58 3.59 1.73
H -1.00 -1.47 3.71
H 3.41 2.63 -3.67
H -3.99 -7.42 6.36
H -2.59 0.03 -3.21
H 5.25 0.04 -2.95
H -2.06 -4.03 -0.83
H 8.94 -3.13 -2.62
H -3.62 -6.47 7.81
H -0.62 -1.40 -2.66
H -0.11 0.55 2.96
H -1.82 -2.25 1.36
H -2.94 -5.44 3.28
H -2.02 -5.30 4.78
H 1.91 0.45 0.59
H -3.39 8.37 -0.43
H 8.57 -1.74 -0.18
H -0.57 0.40 0.43
H -2.68 -3.84 4.03
H 5.80 -1.56 -3.52
H 6.73 -0.69 -2.28
H -0.28 0.61 -4.09
H -0.91 3.57 -4.03
H -2.22 8.65 0.88
H 3.29 -0.38 -0.05
H -3.16 -3.98 0.56
H -1.32 2.58 -6.65
H 0.68 -1.22 4.24
H -1.19 5.23 3.95
H 0.33 -2.25 2.84
*
```


No. 2
The following is a DFT calculation (wB97M-V/def2-TZVPD) of C32H45F9MgN3OP as an isolated structure.

Calculated values
- Energy relative to the best compared isomer or geometry (same formula, charge and spin): 10.5 kcal per mole
- Highest occupied orbital energy: -0.2535 Eh
- HOMO-LUMO gap: 0.2714 hartree

Geometry as ORCA input:
```
! wB97M-V def2-TZVPD RIJCOSX def2/J DEFGRID3
* xyz 0 1
P 2.13 -0.97 -0.97
Mg -0.47 -0.89 -0.91
F -4.80 -2.58 -1.13
F -2.66 -4.94 -1.48
F -4.55 -3.59 -3.02
F -2.71 -3.52 0.15
F -2.01 -3.97 -3.95
F -2.25 -1.86 -4.29
F -0.53 -2.58 -3.22
F -0.89 -3.80 -0.96
F -4.49 -1.43 -2.92
O -2.20 -1.40 -1.50
N -0.14 -0.83 1.06
N -1.34 3.38 -1.04
N -0.49 1.21 -1.27
C -0.18 3.84 -0.29
C 3.04 -0.16 -2.37
C 0.98 4.27 -1.18
C -1.08 -1.13 2.09
C -2.24 -0.37 2.27
C -2.26 5.27 -2.42
C -2.53 1.70 -2.42
C 2.33 1.08 -2.89
C 4.33 -2.07 0.46
C 3.26 -2.39 -0.59
C -1.86 -2.77 -3.41
C 4.54 0.11 -2.23
C -2.24 -3.74 -1.07
C -4.14 -2.55 -2.28
C -1.39 2.10 -1.52
C -0.85 -2.23 2.92
C -2.52 0.83 1.41
C 1.03 0.61 2.64
C 0.37 -3.08 2.72
C 3.10 0.96 0.87
C -3.93 -2.20 5.17
C 3.14 1.67 2.05
C -1.77 -2.55 3.92
C -2.59 -2.57 -2.04
C 4.28 2.60 2.39
C -2.43 4.34 -1.22
C 2.49 -3.65 -0.18
C 2.06 0.08 0.52
C 0.95 -0.08 1.41
C -2.93 -1.81 4.11
C 2.08 1.45 2.94
C -3.14 -0.72 3.28
H 3.74 -2.59 -1.55
H -2.17 4.70 -3.34
H -2.39 2.19 -3.39
H 2.08 1.97 3.89
H -4.54 -1.35 5.47
H -2.48 4.93 -0.30
H 1.29 -2.51 2.87
H -3.35 1.41 1.83
H 2.45 1.91 -2.18
H 4.92 2.18 3.16
H -4.04 -0.12 3.41
H -2.52 0.62 -2.56
H 3.92 3.56 2.76
H -4.60 -2.97 4.80
H 2.77 1.39 -3.84
H 1.19 3.50 -1.92
H 2.06 -3.52 0.82
H 3.86 -1.89 1.43
H 0.27 1.58 -0.70
H 5.00 -2.93 0.57
H 0.39 -3.46 1.70
H 4.94 -1.20 0.22
H 3.17 -4.50 -0.14
H -1.65 1.48 1.34
H 4.90 2.79 1.51
H 4.92 0.44 -3.20
H -3.43 -2.59 6.06
H 0.75 5.20 -1.70
H 1.69 -3.89 -0.87
H -3.50 1.99 -2.04
H 3.93 1.08 0.18
H -3.12 5.93 -2.51
H -1.37 5.90 -2.31
H 2.92 -0.95 -3.12
H -1.57 -3.40 4.55
H 1.88 4.43 -0.58
H 0.23 0.48 3.36
H 4.75 0.90 -1.52
H 5.11 -0.78 -1.95
H -3.38 3.81 -1.29
H 1.26 0.93 -3.04
H 0.15 3.06 0.41
H -0.51 4.66 0.34
H -2.80 0.53 0.40
H 0.37 -3.93 3.41
*
```


No. 3
The following is a DFT calculation (wB97M-V/def2-TZVPD) of a single C15H24N2O3 molecule.

Calculated values
- Energy relative to the best compared isomer or geometry (same formula, charge and spin): 23.4 kcal per mole
- Highest occupied orbital energy: -0.3263 Eh
- SMILES: CC1=C[C@@H](C)[C@H](C(=O)O)[C@@H](C(=O)N2CCN(C)CC2)C1
- HOMO-LUMO gap: 0.3514 hartree

Geometry as ORCA input:
```
! wB97M-V def2-TZVPD RIJCOSX def2/J DEFGRID3
* xyz 0 1
O 2.64 -0.47 -1.02
O 2.43 -0.96 1.11
O 0.41 -0.31 -2.76
N -1.06 -0.98 -1.21
N -1.29 -3.47 0.12
C 0.91 3.32 0.67
C 2.09 -0.29 0.17
C -0.84 -4.64 0.84
C -1.15 4.56 0.08
C -0.69 -3.38 -1.20
C -0.29 3.34 0.09
C 2.37 2.00 2.18
C 1.82 2.12 0.76
C 0.25 1.14 -0.92
C -1.63 -1.06 0.11
C -1.30 -2.20 -1.95
C 1.07 0.84 0.34
C -1.03 -2.25 0.86
C -0.15 -0.11 -1.69
C -0.86 2.14 -0.60
H 1.55 1.96 2.89
H 0.25 -4.63 1.02
H 1.29 4.21 1.14
H 2.99 2.86 2.42
H 0.05 -2.09 1.01
H -1.08 -5.53 0.26
H 2.15 -0.09 -1.78
H -2.38 -2.35 -2.05
H -1.35 -4.69 1.80
H -0.70 5.37 0.66
H -1.31 4.91 -0.94
H 2.67 2.28 0.07
H 0.43 0.56 1.18
H -1.46 -0.15 0.68
H 2.97 1.10 2.28
H -0.90 -4.31 -1.74
H -2.71 -1.22 0.00
H -1.51 -2.34 1.84
H -1.65 1.70 0.02
H -2.13 4.34 0.51
H 0.92 1.67 -1.62
H 0.40 -3.25 -1.15
H -1.34 2.45 -1.53
H -0.85 -2.10 -2.94
*
```


LUMO energy list, top to bottom, in eV: -3.95 0.49 0.68
E_tot list, top to bottom, in eV: -43533.1903 -79629.1439 -25067.9593